Entry from OMol25: a 12-piece molecular cluster, C78H172N8O20S4 overall at a distorted geometry (ωB97M-V/def2-TZVPD).

CARTESIAN COORDINATES (ANGSTROEM)
C -5.938 -1.860 -2.770
C -5.158 -3.180 -2.797
C -5.032 -3.512 -4.266
C -3.857 -4.449 -4.734
C -2.653 -3.879 -4.026
C -2.687 -3.840 -2.501
N -3.785 -2.893 -2.338
O -3.909 -2.609 -0.877
C -2.791 -5.210 -1.760
C -1.398 -3.242 -1.981
C -6.007 -4.211 -2.061
H -6.274 -1.595 -1.737
H -6.840 -2.017 -3.442
H -5.250 -1.097 -3.174
H -5.970 -3.889 -4.649
H -4.845 -2.598 -4.850
H -3.735 -4.411 -5.800
H -4.019 -5.549 -4.494
H -2.592 -2.755 -4.235
H -1.818 -4.485 -4.446
H -1.743 -5.399 -1.433
H -3.435 -5.126 -0.908
H -3.056 -5.948 -2.515
H -0.487 -3.849 -2.176
H -1.193 -2.204 -2.321
H -1.464 -3.109 -0.901
H -6.154 -3.967 -0.971
H -5.659 -5.212 -2.131
H -6.986 -4.155 -2.543
H -3.676 -1.679 -0.767
C 2.358 6.410 -0.216
C 2.578 6.580 -1.752
C 2.406 8.010 -2.238
C 3.567 8.901 -1.828
C 4.880 8.290 -2.375
C 5.078 6.835 -1.993
N 3.850 6.104 -2.301
O 3.977 4.740 -1.890
C 6.252 6.342 -2.875
C 5.500 6.775 -0.528
C 1.530 5.719 -2.363
H 2.639 5.431 0.135
H 1.251 6.493 -0.025
H 2.795 7.110 0.465
H 2.273 7.811 -3.315
H 1.492 8.565 -1.861
H 3.623 8.913 -0.730
H 3.457 9.940 -2.178
H 5.724 8.799 -1.931
H 4.822 8.304 -3.404
H 6.792 5.472 -2.459
H 5.918 6.068 -3.839
H 6.969 7.127 -3.020
H 5.364 5.772 -0.139
H 6.559 7.103 -0.400
H 4.877 7.368 0.120
H 1.611 4.701 -1.970
H 1.658 5.681 -3.451
H 0.540 6.129 -2.222
H 4.412 4.296 -2.657
C 2.925 1.937 -6.153
C 1.453 1.703 -6.107
C 0.804 1.554 -7.513
C 1.189 0.223 -8.241
C 0.660 -0.865 -7.265
C 1.281 -0.851 -5.892
N 1.015 0.507 -5.290
O 1.687 0.604 -4.041
C 0.521 -1.814 -4.931
C 2.710 -1.315 -5.885
C 0.758 2.882 -5.417
H 3.453 1.280 -6.874
H 3.473 2.022 -5.161
H 2.955 2.925 -6.617
H -0.272 1.653 -7.380
H 1.006 2.403 -8.125
H 2.249 0.166 -8.317
H 0.603 0.276 -9.177
H 0.642 -1.908 -7.565
H -0.430 -0.612 -7.090
H 0.508 -2.809 -5.379
H 0.909 -1.931 -3.949
H -0.498 -1.430 -4.824
H 3.269 -0.624 -6.551
H 3.062 -1.256 -4.858
H 2.728 -2.390 -6.193
H -0.307 2.669 -5.350
H 0.951 3.862 -5.837
H 1.166 2.912 -4.366
H 2.637 0.415 -4.179
C -5.397 2.124 -1.972
C -4.947 3.248 -2.897
C -3.835 3.990 -2.271
C -2.577 3.175 -2.074
C -2.083 2.712 -3.453
C -3.171 2.035 -4.275
N -4.535 2.696 -4.187
O -5.517 1.830 -4.760
C -2.788 2.047 -5.820
C -3.126 0.566 -3.818
C -6.083 4.248 -3.232
H -5.782 2.433 -1.032
H -4.469 1.521 -1.780
H -6.247 1.570 -2.369
H -3.617 4.884 -2.871
H -4.191 4.453 -1.308
H -2.688 2.189 -1.498
H -1.753 3.744 -1.552
H -1.280 2.017 -3.405
H -1.784 3.578 -4.025
H -2.732 3.083 -6.115
H -1.835 1.606 -5.994
H -3.555 1.509 -6.341
H -2.170 0.221 -4.108
H -3.229 0.465 -2.734
H -3.847 0.077 -4.425
H -5.709 5.028 -3.951
H -6.470 4.629 -2.304
H -6.911 3.849 -3.752
H -5.600 1.218 -4.017
C 0.128 1.068 9.457
C 0.070 0.576 7.937
C -0.731 -0.683 7.799
C -2.193 -0.423 7.910
C -2.659 0.655 6.940
C -1.897 1.930 6.964
N -0.384 1.583 6.956
O 0.342 2.768 7.249
C -2.185 2.593 5.666
C -2.327 2.807 8.125
C 1.507 0.220 7.599
H -0.784 0.984 10.062
H 0.375 2.143 9.545
H 0.931 0.463 9.859
H -0.585 -1.132 6.852
H -0.341 -1.376 8.562
H -2.398 -0.139 8.925
H -2.754 -1.296 7.711
H -3.675 0.971 7.225
H -2.533 0.169 5.941
H -1.743 2.136 4.821
H -3.306 2.393 5.584
H -2.119 3.661 5.600
H -3.362 3.072 8.001
H -2.180 2.454 9.116
H -1.748 3.728 8.135
H 2.249 0.895 7.949
H 1.677 0.200 6.519
H 1.834 -0.771 7.918
H 0.850 3.025 6.473
C 2.654 -4.436 -1.357
C 3.777 -3.600 -0.787
C 3.205 -2.410 -0.001
C 4.217 -1.656 0.958
C 4.953 -2.691 1.862
C 5.449 -3.990 1.165
N 4.418 -4.556 0.249
O 4.833 -5.717 -0.361
C 6.754 -3.611 0.474
C 5.780 -5.158 2.097
C 4.698 -3.184 -1.982
H 3.029 -5.384 -1.695
H 2.304 -3.866 -2.197
H 1.936 -4.592 -0.579
H 2.745 -1.689 -0.761
H 2.407 -2.838 0.753
H 3.672 -1.002 1.592
H 4.892 -1.092 0.326
H 4.142 -2.960 2.628
H 5.742 -2.219 2.547
H 7.568 -3.192 1.128
H 7.256 -4.470 0.010
H 6.564 -2.872 -0.338
H 4.908 -5.461 2.676
H 6.314 -5.962 1.527
H 6.636 -4.893 2.731
H 5.041 -4.113 -2.488
H 5.480 -2.690 -1.546
H 4.122 -2.633 -2.660
H 5.600 -5.566 -0.942
C -5.351 -4.088 1.739
C -4.370 -4.740 2.735
C -4.940 -6.071 3.256
C -3.923 -6.810 4.060
C -2.726 -7.133 3.089
C -2.021 -5.902 2.494
N -3.146 -5.044 1.915
O -2.553 -3.772 1.488
C -1.085 -5.204 3.507
C -1.261 -6.341 1.202
C -4.221 -3.829 3.939
H -6.322 -3.995 2.213
H -5.494 -4.827 0.891
H -5.048 -3.119 1.372
H -5.903 -5.897 3.696
H -5.143 -6.667 2.280
H -4.258 -7.714 4.488
H -3.537 -6.204 4.881
H -3.118 -7.783 2.313
H -1.990 -7.738 3.610
H -1.442 -5.338 4.551
H -0.035 -5.544 3.382
H -1.021 -4.136 3.270
H -0.657 -7.158 1.417
H -1.894 -6.672 0.364
H -0.670 -5.558 0.796
H -3.775 -2.910 3.586
H -3.463 -4.183 4.613
H -5.189 -3.716 4.456
H -3.062 -3.502 0.709
O -6.412 3.781 1.404
S -5.412 3.462 2.413
O -5.454 4.133 3.679
O -5.400 1.901 2.740
C -5.790 1.079 1.580
C -5.854 -0.379 2.098
C -3.784 3.685 1.693
H -5.092 1.338 0.761
H -6.790 1.432 1.365
H -4.923 -0.725 2.533
H -6.062 -1.041 1.247
H -6.625 -0.459 2.854
H -3.137 3.033 2.158
H -3.530 4.785 1.738
H -3.904 3.409 0.659
O 5.161 2.452 -2.908
S 5.372 1.507 -1.833
O 4.701 0.209 -1.955
O 6.938 1.144 -1.637
C 8.018 2.145 -1.977
C 9.198 1.409 -1.546
C 5.057 2.258 -0.247
H 7.668 3.039 -1.444
H 8.017 2.322 -3.049
H 10.034 2.086 -1.695
H 9.303 0.539 -2.207
H 9.128 1.110 -0.482
H 5.648 3.244 -0.106
H 5.342 1.515 0.433
H 4.034 2.556 -0.283
O -2.188 0.800 1.912
S -1.516 0.048 0.899
O -2.386 -0.232 -0.247
O -0.476 1.003 0.387
C 0.252 0.643 -0.885
C 1.656 1.203 -0.814
C -0.631 -1.379 1.348
H -0.237 1.122 -1.689
H 0.102 -0.443 -1.035
H 2.264 0.837 -1.595
H 2.231 0.946 0.100
H 1.649 2.317 -0.739
H -1.281 -2.242 1.607
H 0.043 -1.267 2.199
H -0.098 -1.710 0.473
O 3.412 2.695 2.900
S 2.282 2.356 3.743
O 2.301 2.746 5.186
O 0.943 2.684 2.972
C 0.835 4.042 2.406
C -0.567 4.185 1.932
C 2.157 0.628 3.687
H 1.585 4.276 1.735
H 1.017 4.789 3.183
H -0.815 3.410 1.241
H -0.790 5.136 1.490
H -1.198 4.140 2.779
H 3.031 0.213 4.152
H 2.079 0.318 2.685
H 1.362 0.320 4.305
C 1.345 -3.331 3.538
O 0.777 -2.270 3.829
N 1.847 -4.183 4.455
C 2.564 -5.403 4.067
C 1.616 -3.958 5.880
H 1.437 -3.714 2.454
H 3.064 -5.286 3.122
H 1.870 -6.258 4.025
H 3.396 -5.608 4.765
H 2.551 -3.948 6.424
H 0.996 -3.097 5.972
H 1.009 -4.871 6.143

Force components x, y, z for each atom (eV/Å):
C -0.6 0.0 0.0
C 0.3 0.2 -0.1
C 0.7 -0.9 -2.2
C -1.5 -0.2 2.2
C 1.4 0.0 -1.1
C -0.2 -0.8 -0.3
N -0.5 1.0 2.9
O -0.2 -0.6 -0.8
C 1.3 0.8 -1.4
C 1.0 1.6 0.3
C -0.5 0.8 1.1
H 0.3 -0.1 -0.8
H 1.0 0.5 0.8
H -0.6 -0.1 0.2
H -0.5 -0.1 0.1
H -0.1 0.1 0.4
H 0.0 0.2 -0.5
H 0.1 1.2 0.0
H 0.4 -1.6 -0.5
H 0.2 0.9 0.7
H -1.0 -0.4 0.0
H -0.4 -0.3 0.4
H -0.4 -0.4 0.5
H -0.8 0.2 -0.2
H -0.3 -0.5 -0.3
H 0.0 -0.3 0.2
H 0.3 -0.1 -1.2
H 0.5 -1.0 -0.1
H 0.0 -0.2 0.2
H 0.4 0.2 -0.2
C -1.4 0.1 -0.1
C -0.1 0.2 1.6
C -1.0 0.9 0.2
C 0.9 -0.5 -0.4
C -1.2 0.1 2.5
C 0.6 0.1 0.5
N 0.2 -0.2 -0.2
O 0.9 -0.2 -0.7
C -0.1 -0.8 1.2
C 0.6 -0.3 0.3
C -0.6 -0.8 -1.2
H 0.3 -0.5 -0.1
H 0.9 -0.1 -0.3
H 0.6 0.7 0.1
H 0.3 1.0 0.0
H 0.5 -1.3 -0.4
H -0.2 0.2 -0.2
H 0.0 -0.4 0.1
H 0.4 0.5 -0.5
H 0.3 0.5 -2.5
H -0.3 0.3 0.0
H -0.6 -0.3 -1.2
H 0.4 0.5 0.2
H 0.4 -0.4 0.0
H -0.8 -0.3 -0.1
H -0.1 0.6 0.1
H -0.3 0.2 -0.1
H 0.2 -0.2 0.1
H -0.3 0.0 0.4
H -0.6 0.3 0.8
C 1.4 0.6 -0.4
C -1.8 -0.4 0.1
C 0.6 -0.9 0.6
C -2.3 0.7 1.7
C -1.9 0.4 -0.1
C -0.9 0.1 2.0
N 1.1 0.1 -0.7
O 0.0 -0.3 0.3
C -0.9 0.3 -1.7
C 0.3 0.3 -0.7
C 0.7 -0.4 1.7
H -0.1 0.3 0.7
H -0.8 -0.3 -1.2
H 0.6 0.2 0.1
H -0.1 -0.6 0.0
H 0.8 0.8 -0.4
H 0.8 -0.1 -0.8
H 0.8 -0.6 0.2
H 0.3 -0.1 -0.7
H 0.9 -0.3 -0.3
H -0.2 -0.1 0.0
H 0.8 0.3 0.8
H 0.0 -0.3 -0.1
H 0.3 -1.1 0.5
H 0.5 -0.1 0.0
H 0.3 1.0 0.0
H 0.2 0.3 -0.1
H 0.0 0.1 -0.5
H -0.5 0.1 -0.9
H -0.4 0.2 0.0
C 0.9 -0.7 -0.1
C -2.3 -0.4 -1.0
C 0.8 1.6 1.6
C 1.4 -1.5 0.5
C -1.4 1.7 -0.2
C -0.2 -0.8 -0.9
N 2.2 0.3 -1.0
O 0.7 0.5 1.0
C -0.8 0.5 2.2
C -0.6 1.3 0.1
C 1.2 0.6 -0.2
H -0.1 0.8 0.9
H -1.5 0.0 0.0
H 0.3 -0.4 -0.2
H 0.2 -0.2 -0.2
H 0.1 -0.7 -0.7
H -0.2 1.6 -0.2
H -0.9 -0.4 -0.5
H 0.9 -0.4 0.1
H 0.5 0.5 0.0
H -0.2 0.3 -0.4
H 0.7 -0.6 0.0
H -0.4 -0.1 -0.5
H 1.1 -0.7 -0.2
H -0.2 -0.4 -0.3
H -0.8 -1.1 0.0
H -0.1 -0.4 1.1
H -0.1 0.7 0.4
H -0.8 -1.1 -0.5
H -0.6 -0.7 -0.4
C -0.4 0.4 -0.8
C 0.6 1.0 1.1
C -0.1 -0.1 0.8
C -0.2 1.0 0.7
C 0.0 -1.6 0.1
C 3.0 -0.1 0.7
N -1.0 0.1 0.1
O -0.3 0.5 0.5
C -3.3 0.4 -0.1
C 0.7 1.0 -0.4
C 0.7 -0.5 -1.3
H 0.1 -0.5 -0.3
H 0.3 -0.6 -0.4
H 0.0 0.1 0.7
H 0.7 -0.5 -1.3
H -0.4 0.0 -0.2
H -0.4 0.2 0.7
H -0.7 -1.1 -0.1
H 0.0 -0.6 -0.8
H -0.7 0.7 0.4
H 0.7 -0.6 -0.8
H 1.1 0.5 -0.5
H 0.5 0.7 0.3
H -0.6 0.1 -0.1
H 0.0 -1.0 0.7
H 0.0 0.2 -0.3
H 0.4 0.9 0.6
H -0.4 0.0 -0.1
H -0.4 -0.1 0.4
H 0.0 -0.5 -0.4
C 0.5 0.6 0.0
C 0.7 -1.2 0.7
C -0.8 0.3 1.4
C 0.5 -2.0 -1.5
C -1.6 -0.2 1.8
C 0.9 -0.1 0.0
N -0.8 2.7 -0.2
O 0.5 -1.0 -0.4
C 1.2 0.7 -1.1
C 1.5 0.2 0.1
C -1.3 -3.0 1.3
H 0.1 -0.3 -0.2
H -0.9 0.1 -0.5
H -0.8 -0.1 0.2
H 0.4 -0.9 1.2
H 1.1 0.8 -1.8
H -0.4 0.8 0.4
H 0.3 0.3 0.0
H 0.9 -0.1 -0.9
H -0.7 -0.7 -1.3
H -1.1 -0.3 -0.2
H -0.3 0.0 -0.1
H 0.5 -0.4 0.9
H 0.4 -0.4 -0.2
H -1.4 0.3 0.3
H -0.5 0.5 0.5
H -0.1 0.6 0.2
H 1.9 1.7 0.0
H -0.6 1.1 -1.0
H -0.1 0.3 0.1
C -0.3 -1.9 -0.4
C -0.2 0.0 -0.2
C 0.0 -0.6 -3.2
C 1.9 0.6 -0.9
C -0.5 0.1 0.9
C -1.2 0.3 -1.6
N 0.3 0.5 0.8
O -0.2 -0.9 0.7
C 0.0 0.1 -0.3
C -1.5 0.4 0.3
C 0.6 0.4 -0.3
H -0.3 0.2 0.2
H 0.2 1.0 0.7
H 0.2 0.1 -0.1
H -0.4 0.1 0.6
H 0.1 0.6 1.5
H -0.6 -1.1 0.4
H -0.1 0.0 0.1
H -0.1 0.1 -0.4
H 0.3 0.0 0.2
H 0.4 0.1 -0.6
H -0.8 -0.3 0.3
H -0.3 -0.1 0.2
H 1.5 -1.5 0.6
H -0.3 0.2 0.7
H 0.7 0.9 -0.2
H -0.4 0.8 0.0
H 0.1 -0.4 0.6
H 0.5 0.2 -0.3
H -0.1 -0.2 -0.3
O 0.8 -0.5 0.8
S 0.0 0.8 0.0
O 0.0 -0.3 -0.3
O -0.2 0.5 -0.5
C 0.1 -0.4 1.1
C 0.4 0.7 -1.1
C -2.1 2.3 -0.9
H -0.3 -0.8 0.3
H -0.1 -0.2 -0.6
H 0.3 0.2 0.0
H -0.2 0.1 0.2
H -0.2 0.0 0.0
H 1.6 -1.2 1.2
H -0.2 -1.3 0.2
H 0.2 -0.1 -0.5
O 0.5 -0.3 0.4
S 0.4 -1.3 -0.4
O 0.9 1.9 0.5
O -1.1 0.5 -1.1
C -3.0 -0.4 0.2
C 1.2 0.0 0.6
C 1.1 2.2 -1.5
H 0.9 0.0 -0.1
H -0.2 0.1 -0.1
H 0.5 -0.2 0.1
H 0.2 0.1 0.4
H 0.2 0.1 -0.7
H -0.7 -1.8 -0.5
H 0.0 -0.9 1.3
H -0.9 -0.1 0.4
O 0.4 -0.7 1.2
S -3.9 0.1 -1.1
O 0.7 -0.9 0.6
O 3.2 1.3 -1.8
C 0.2 -0.4 1.2
C 0.0 0.6 2.3
C -0.3 -1.2 0.8
H -0.9 0.5 -0.7
H 0.7 0.6 0.0
H 0.4 -0.1 -1.3
H -0.6 -0.4 -0.1
H -0.2 -0.7 -0.6
H -0.1 0.8 -0.1
H -0.1 0.5 -0.1
H 0.4 0.1 -0.4
O -0.6 0.6 0.5
S 1.4 -0.4 2.0
O -0.3 -0.1 -3.5
O 0.4 1.0 0.1
C -1.0 0.5 2.1
C 0.3 0.0 -0.2
C 0.3 0.2 0.9
H 1.5 -0.4 -1.9
H -0.1 -0.3 0.5
H -0.3 -0.6 -0.5
H 0.3 0.7 -0.4
H -0.8 -0.4 0.9
H 0.7 0.0 0.1
H -0.3 -0.4 -1.2
H -1.3 -0.4 0.4
C -0.3 0.2 -0.2
O 0.7 -1.0 -0.4
N 0.9 0.3 -0.7
C -0.2 0.1 0.6
C -0.9 -2.3 -1.0
H 0.1 0.5 1.3
H -0.3 0.2 -0.6
H 0.4 0.1 0.1
H -0.6 0.1 0.0
H 0.1 0.2 0.2
H -0.1 0.7 0.4
H 0.6 0.9 0.5

HOMO-LUMO gap: 8.2 eV
total energy: -6610.275570 a.u.
SMILES string: CC1(C)CCCC(C)(C)N1O.CC1(C)CCCC(C)(C)N1O.CC1(C)CCCC(C)(C)N1O.CC1(C)CCCC(C)(C)N1O.CC1(C)CCCC(C)(C)N1O.CC1(C)CCCC(C)(C)N1O.CC1(C)CCCC(C)(C)N1O.CCOS(C)(=O)=O.CCOS(C)(=O)=O.CCOS(C)(=O)=O.CCOS(C)(=O)=O.CN(C)C=O
HOMO energy: -8.106 eV
total charge: 0
max |F|: 4.04 eV/Å